1.
The following is a DFT calculation (ωB97M-V with the def2-TZVPD basis set) of the molecule C5H8N2 in a non-equilibrium geometry.

Its energy relative to the best compared isomer or geometry (same formula, charge and spin) is 123.12 kcal/mol. As for the molar mass: 96.13 g/mol. Its total charge is 0. The value obtained for the largest force on an atom is 1.0 eV/Å. As for the HOMO-LUMO gap (alpha / beta): 7.50 / 9.29 eV.

Each line ends with the Mulliken charge.
Cartesian coordinates (Å):
N -1.921 1.625 0.005  -0.525
N -0.847 -0.552 0.167  -0.221
C 0.223 -0.140 -0.771  -0.773
C -2.143 -1.028 -0.314  -0.220
C 1.977 0.294 1.019  -1.075
C -1.872 0.407 0.066  0.349
C 1.065 0.806 -0.042  -0.235
H 1.967 -0.802 1.051  0.313
H 1.161 1.833 -0.373  0.471
H 1.701 0.649 2.020  0.246
H -0.188 0.290 -1.695  0.434
H 3.010 0.629 0.847  0.343
H 0.788 -1.057 -0.983  0.407
H -2.275 -1.251 -1.373  0.251
H -2.645 -1.705 0.375  0.237

2.
The following is a DFT calculation (ωB97M-V with the def2-TZVPD basis set) of the molecule C5H8N2.

Its energy relative to the best compared isomer or geometry (same formula, charge and spin) is 9.63 kcal/mol. As for the molar mass: 96.13 g/mol. Its total charge is 0. The value obtained for the largest force on an atom is 0.2 eV/Å. The structure (SMILES) is Cn1cccc1N. As for the HOMO-LUMO gap: 8.20 eV.

Each line ends with the Mulliken charge.
Cartesian coordinates (Å):
N -0.298 0.105 -0.460  0.120
N 1.575 -1.269 0.195  -0.543
C -1.342 0.486 1.471  -0.604
C 0.145 0.351 -1.812  -0.992
C -0.168 -0.284 1.732  -0.562
C -1.392 0.719 0.127  -0.353
C 0.446 -0.499 0.521  0.387
H 2.223 -1.329 0.968  0.265
H 0.577 -0.553 -2.254  0.365
H 0.171 -0.658 2.690  0.358
H -2.111 1.244 -0.488  0.328
H 2.069 -0.936 -0.621  0.231
H -0.714 0.648 -2.419  0.302
H 0.888 1.159 -1.848  0.315
H -2.072 0.815 2.199  0.385